Formula: C3H5N3OS
Source: the OMol25 dataset
Level of theory: wB97M-V/def2-TZVPD

```
13
Properties=species:S:1:pos:R:3:lowdin_charge:R:1
C -0.19580 0.98609 0.04127 -0.360
H 0.18337 -2.34380 -0.07523 0.068
N -1.32800 0.21530 -0.04462 -0.060
O 0.85942 0.00049 0.45606 -0.189
C -0.89743 -2.06286 -0.03347 -0.067
C 2.23005 0.44303 0.51464 -0.585
H 2.19990 1.44112 1.27574 0.155
N -0.12338 2.25598 -0.35048 0.119
N -1.61476 -1.02287 -0.04044 -0.080
S 3.39656 -0.50974 -0.31879 0.613
H -0.96608 2.69883 -0.62321 0.016
H -1.56641 -3.07681 -0.29183 0.111
H -2.17745 0.97524 -0.50964 0.259
```

- Net charge: 0
- HOMO-LUMO gap: 8.40 eV
- Multiplicity: 1
- Relative energy (zero: lowest compared OMol25 entry of this formula, charge and spin): 145.4 kcal per mole